{
  "formula": "C43H51AsCsN14O4",
  "method": "wB97M-V/def2-TZVPD",
  "species": ["H", "H", "C", "C", "C", "H", "C", "C", "C", "C", "N", "C", "N", "H", "H", "H", "H", "C", "H", "H", "C", "C", "N", "H", "C", "H", "H", "N", "H", "C", "N", "N", "H", "H", "H", "C", "H", "N", "H", "N", "H", "H", "H", "H", "C", "N", "C", "C", "H", "C", "C", "N", "H", "N", "H", "C", "H", "H", "Cs", "C", "H", "C", "H", "H", "H", "O", "C", "As", "H", "H", "H", "H", "H", "H", "C", "C", "C", "C", "C", "H", "C", "N", "C", "H", "N", "H", "N", "H", "C", "O", "H", "H", "C", "C", "H", "H", "C", "O", "C", "C", "H", "C", "C", "C", "C", "C", "H", "C", "H", "H", "O", "C", "H", "H"],
  "coordinates": [[3.712, 3.880, -3.698], [0.620, 2.159, -5.457], [-2.643, 3.187, -3.922], [-2.926, -3.490, -0.622], [-5.129, 4.244, -3.305], [-3.192, 3.473, -5.966], [-3.030, -1.701, 3.854], [0.409, -3.044, 5.079], [1.228, -1.879, -3.601], [0.659, 3.604, 2.450], [0.540, 1.437, 3.617], [1.090, -0.803, 4.594], [3.923, -3.391, 0.053], [1.985, 1.057, 5.049], [1.945, 3.346, -5.531], [-3.844, -2.071, 4.465], [-4.575, 3.953, -1.249], [0.989, 2.819, 3.695], [4.997, -3.760, -1.722], [-5.420, 4.420, -5.429], [3.130, -4.598, -0.080], [-5.520, -0.610, 1.109], [-2.122, 2.886, -1.594], [2.737, -0.043, 2.350], [0.895, 3.782, 0.188], [-2.932, 0.239, 4.803], [-1.669, 2.771, -4.133], [3.428, 0.813, -0.635], [-2.782, -3.513, 2.704], [-3.887, -2.436, -0.077], [1.978, -2.012, 0.141], [1.207, 3.161, 1.314], [-3.972, 0.760, 0.509], [1.517, -2.852, -0.197], [0.511, 3.649, -4.508], [0.073, 4.901, 0.126], [4.632, -1.285, 1.321], [3.115, 0.652, 1.707], [0.548, 3.340, 4.567], [-2.597, 2.777, -0.390], [3.765, -5.456, 0.150], [2.503, -2.513, -5.204], [-1.005, -2.535, 1.294], [-0.223, -3.747, 5.606], [-2.532, -0.418, 4.040], [-0.989, -0.717, 2.242], [-1.442, -1.954, 2.097], [-4.282, 3.854, -2.283], [2.523, 1.479, 1.656], [-5.090, -2.866, 0.473], [3.409, 1.010, -4.361], [1.997, -1.230, 3.717], [2.286, -4.593, 0.607], [-3.516, -1.156, -0.078], [-6.098, 4.658, -3.055], [3.490, 0.187, 0.475], [1.426, -4.530, 3.888], [2.074, 2.815, 3.830], [-0.633, 0.259, -0.882], [0.204, -3.471, -2.330], [-1.147, 1.970, 2.510], [3.198, 3.478, -2.823], [-6.855, -2.246, 1.525], [-6.122, 0.155, 1.582], [0.334, 0.897, 5.663], [-1.780, 2.365, 0.469], [-2.451, -2.500, 2.888], [2.035, 1.986, -3.352], [-5.320, -3.920, 0.421], [-0.596, 5.031, 3.430], [2.830, -2.838, 2.755], [3.929, 3.107, -2.105], [-1.428, 1.887, 4.261], [5.872, -4.118, -0.221], [1.194, 2.888, -4.884], [3.237, -2.187, 0.181], [5.168, -3.426, -0.690], [2.098, -2.535, 3.492], [-3.036, 3.318, -2.598], [2.932, 0.305, -5.043], [-4.316, -0.270, 0.510], [0.406, -2.185, -2.603], [0.987, 0.697, 4.793], [2.893, 1.666, -0.461], [-1.744, -3.000, -1.007], [2.726, -4.726, -1.092], [4.094, -1.108, 0.482], [-0.414, -1.301, 6.032], [0.781, -4.496, -3.075], [-3.334, -4.652, -0.678], [2.061, -4.942, -4.739], [5.610, -2.434, -0.717], [-0.911, 1.401, 3.410], [-5.918, -1.938, 1.077], [-1.116, 6.241, 1.305], [4.038, 1.690, -4.938], [-0.169, 4.712, 2.488], [-0.292, -4.709, -0.396], [-1.493, 0.023, 3.233], [0.302, -1.686, 5.320], [1.294, 3.366, -0.728], [-4.749, 4.113, -4.636], [-0.459, 5.380, 1.304], [1.607, -4.166, -4.134], [-0.683, -3.811, -1.145], [1.321, -3.484, 4.136], [4.014, 0.457, -3.642], [-3.504, 3.585, -4.935], [1.397, -0.820, -3.761], [0.580, -5.520, -2.794], [-0.890, 2.627, -1.938], [1.850, -2.826, -4.400], [2.607, 4.266, -2.357], [-0.163, 5.333, -0.836]],
  "forces_ev_per_angstrom": [[0.011, 0.018, 0.021], [-0.010, 0.011, -0.008], [-0.026, 0.029, -0.053], [-0.051, 0.145, 0.118], [-0.001, 0.004, 0.023], [-0.013, 0.006, -0.008], [0.041, -0.002, 0.012], [-0.001, -0.012, 0.006], [0.035, -0.062, -0.037], [0.058, -0.016, -0.033], [-0.074, -0.158, -0.026], [0.021, 0.104, 0.019], [-0.011, 0.027, 0.141], [0.017, -0.003, -0.017], [-0.031, 0.020, -0.018], [0.000, 0.004, -0.004], [0.011, -0.005, 0.001], [0.006, 0.088, 0.046], [0.000, 0.016, -0.013], [-0.002, 0.005, -0.003], [-0.010, -0.013, -0.043], [0.018, 0.044, -0.007], [-0.085, 0.262, 0.103], [0.037, 0.006, -0.007], [-0.017, 0.074, -0.128], [-0.022, -0.023, 0.014], [0.010, -0.001, 0.029], [-0.141, 0.074, 0.055], [-0.018, -0.008, 0.000], [0.017, -0.026, -0.040], [0.158, -0.124, -0.142], [0.064, -0.069, 0.051], [0.005, 0.024, 0.000], [-0.157, 0.026, 0.057], [-0.010, 0.019, 0.005], [0.045, -0.062, 0.007], [0.008, 0.021, -0.018], [-0.016, 0.008, -0.177], [0.009, -0.013, -0.009], [-0.108, 0.054, -0.001], [-0.001, -0.002, -0.002], [0.011, -0.021, -0.008], [0.028, -0.045, -0.025], [-0.015, -0.009, 0.012], [0.021, 0.013, 0.014], [0.142, -0.005, 0.212], [-0.004, -0.058, 0.044], [-0.039, 0.000, -0.013], [-0.002, 0.009, 0.026], [0.033, -0.008, -0.032], [-0.005, 0.025, 0.001], [-0.043, -0.044, 0.018], [0.006, 0.006, 0.026], [0.009, 0.078, 0.079], [-0.014, 0.007, -0.017], [0.130, -0.024, 0.065], [-0.005, -0.031, 0.010], [-0.009, -0.004, -0.011], [0.673, -1.985, 0.412], [-0.132, 0.040, -0.052], [0.014, 0.022, 0.021], [-0.007, -0.027, -0.028], [-0.007, 0.008, 0.004], [-0.017, -0.009, 0.008], [0.032, 0.005, -0.014], [-0.327, 0.518, 0.185], [0.007, -0.005, -0.052], [-0.095, -0.057, 0.006], [-0.020, 0.003, 0.015], [-0.013, 0.009, 0.005], [0.040, -0.026, -0.054], [0.009, 0.017, 0.002], [0.030, 0.015, -0.019], [-0.016, -0.014, -0.008], [0.100, -0.023, -0.010], [-0.060, 0.124, 0.072], [0.058, 0.000, -0.038], [-0.004, 0.006, 0.016], [-0.039, -0.011, -0.041], [0.015, -0.010, -0.004], [-0.042, -0.003, -0.011], [0.055, -0.018, -0.160], [-0.173, -0.032, -0.003], [0.066, 0.047, -0.134], [0.093, -0.283, -0.224], [0.016, 0.015, 0.013], [-0.142, 0.034, 0.075], [-0.049, 0.011, 0.028], [0.062, -0.028, 0.103], [-0.030, -0.040, 0.007], [0.004, 0.011, -0.004], [0.003, -0.024, -0.004], [0.043, -0.010, 0.167], [-0.027, -0.018, 0.011], [-0.005, 0.000, 0.013], [0.009, 0.008, 0.001], [-0.008, 0.001, 0.018], [0.023, -0.072, 0.015], [0.033, 0.069, -0.079], [-0.071, 0.018, -0.018], [0.022, -0.021, 0.027], [-0.009, -0.001, 0.011], [-0.024, 0.026, 0.003], [-0.006, -0.031, -0.001], [-0.057, 0.214, -0.021], [0.009, 0.005, -0.029], [0.019, -0.005, -0.008], [0.020, -0.003, 0.000], [0.009, 0.015, -0.010], [0.003, -0.008, -0.008], [-0.095, 1.036, -0.493], [-0.004, 0.051, -0.003], [0.014, 0.021, -0.017], [-0.013, 0.039, -0.006]],
  "total_charge": -1,
  "homo_ev": -4.92,
  "gap_ev": 6.9918
}

=====

{
  "formula": "C43H51F3IrN2O2",
  "method": "wB97M-V/def2-TZVPD",
  "species": ["H", "C", "C", "C", "H", "H", "C", "H", "H", "H", "H", "C", "C", "N", "C", "H", "H", "H", "H", "C", "H", "N", "C", "H", "H", "C", "H", "H", "C", "C", "H", "C", "C", "H", "H", "H", "C", "C", "C", "H", "C", "O", "H", "H", "C", "C", "H", "C", "H", "C", "F", "H", "H", "H", "C", "F", "C", "C", "C", "H", "F", "C", "C", "C", "H", "C", "H", "H", "C", "H", "C", "H", "C", "H", "H", "C", "H", "O", "H", "C", "C", "H", "C", "H", "Ir", "C", "H", "C", "H", "C", "H", "C", "H", "H", "H", "H", "H", "H", "H", "C", "H", "C"],
  "coordinates": [[-1.254, 3.811, 2.906], [5.701, 1.242, 0.065], [0.158, 1.895, -2.076], [1.734, -4.564, 1.308], [-2.948, -3.665, -0.815], [1.192, 4.519, -4.692], [0.498, 1.016, 1.694], [-1.943, 0.143, -3.718], [6.497, 1.207, -0.678], [-0.952, -3.433, -3.968], [-3.004, -3.815, -2.576], [-0.386, -3.853, -3.137], [-1.156, -0.117, -4.428], [-0.274, 0.890, -1.167], [0.632, 4.167, -2.657], [-1.128, -2.341, -1.819], [0.648, -3.510, -3.203], [-1.617, -0.251, 4.216], [4.295, 2.973, -1.613], [1.321, -0.475, -4.735], [-4.095, -2.723, 2.194], [-0.160, -1.593, 0.285], [0.800, 2.446, -4.321], [0.983, 2.168, -5.350], [-0.240, 2.861, 0.351], [0.435, 1.484, -3.392], [2.022, -1.349, -2.527], [1.261, 0.022, -5.701], [0.231, 0.033, -3.788], [1.329, -3.244, 1.257], [-5.141, -0.564, 1.550], [-3.422, 0.089, 0.448], [-1.466, -1.347, 0.502], [-2.364, -5.134, -1.599], [1.198, -1.543, -4.915], [1.467, -1.259, 2.054], [-1.022, -3.429, -1.807], [-1.777, 3.064, 3.485], [-0.132, -3.829, -0.645], [-2.201, 1.513, -1.256], [4.364, 1.106, -0.572], [2.082, -1.527, -1.578], [4.706, 1.594, -2.609], [-1.269, 5.096, 0.791], [0.905, 3.779, -3.957], [0.315, -5.134, -0.544], [1.559, -3.591, 4.024], [-2.421, -4.050, -1.686], [0.696, 5.213, -2.391], [0.262, 3.242, -1.687], [-5.069, 4.053, 5.764], [2.318, -0.289, -4.326], [-1.019, 5.540, -0.891], [3.771, -1.874, 1.481], [-0.328, 1.340, 2.524], [-4.705, 2.341, 7.038], [1.293, 4.325, 0.311], [-1.502, 0.797, -0.822], [1.806, -2.275, 2.320], [-0.391, -4.936, -3.249], [-5.826, 2.102, 5.206], [-1.162, 4.697, -0.216], [-2.244, -2.279, 1.238], [3.333, -2.223, 2.418], [0.239, -0.569, -2.873], [-4.133, -0.797, 1.239], [2.435, -4.874, 2.070], [-3.898, 1.004, 0.116], [0.346, -2.876, 0.303], [5.851, 0.466, 0.811], [-2.862, 3.411, 4.269], [-0.050, -5.878, -1.239], [-2.103, -0.153, 0.069], [0.098, -2.686, 3.610], [1.549, -6.541, 0.504], [4.066, 1.921, -1.786], [1.126, 4.634, 1.342], [3.531, 0.315, -0.114], [1.622, 5.198, -0.251], [-4.780, 2.749, 5.765], [0.013, 3.717, -0.273], [3.757, -3.197, 2.656], [-3.064, 1.118, 5.006], [5.761, 2.216, 0.557], [1.300, 0.049, 0.139], [-3.519, 2.433, 5.001], [2.095, 3.583, 0.310], [-3.538, -2.001, 1.612], [-1.252, 0.535, -5.296], [-1.349, 1.732, 3.427], [-3.564, 0.377, 5.615], [1.229, -5.511, 0.427], [3.624, -1.534, 3.211], [1.451, -1.875, 4.417], [-1.314, -1.145, -4.756], [3.017, 1.821, -2.073], [-1.779, -3.207, 1.541], [3.000, -1.759, -1.388], [-3.207, 4.435, 4.308], [1.185, -2.628, 3.675], [-2.094, 4.200, -0.491], [-1.985, 0.766, 4.221]],
  "forces_ev_per_angstrom": [[-0.006, 0.045, -0.029], [0.045, -0.401, 0.102], [0.274, 0.647, -0.825], [0.056, -0.099, -0.017], [-0.080, -0.049, -0.002], [-0.027, 0.012, -0.021], [0.170, -0.783, -0.885], [-0.060, 0.026, -0.036], [-0.018, 0.074, -0.049], [-0.008, -0.018, -0.033], [-0.058, -0.010, 0.011], [0.014, 0.172, 0.109], [0.107, -0.180, 0.132], [2.019, -0.455, 2.211], [0.062, -0.063, -0.116], [0.025, -0.004, -0.010], [0.034, -0.015, -0.054], [-0.015, -0.040, -0.029], [0.067, 0.014, 0.036], [-0.133, -0.042, 0.191], [0.023, -0.005, 0.051], [1.478, 2.601, 0.363], [0.073, 0.015, -0.015], [0.034, -0.063, -0.010], [-0.019, 0.027, -0.012], [-0.093, -0.246, 0.306], [0.050, 0.072, -0.003], [0.078, -0.006, -0.030], [-0.121, 0.216, -0.268], [-0.205, 0.351, -0.001], [-0.025, 0.015, -0.016], [0.174, 0.172, -0.180], [-0.561, -0.130, 0.233], [0.022, -0.035, -0.007], [0.017, -0.032, -0.021], [-0.080, -0.025, 0.156], [-0.129, -0.307, -0.060], [0.129, -0.279, -0.057], [-0.093, 0.479, 0.077], [0.136, -0.040, -0.248], [0.234, 0.360, -0.317], [-0.146, 0.482, 0.465], [0.063, -0.043, 0.047], [-0.051, 0.007, 0.035], [-0.036, -0.003, 0.080], [0.024, -0.115, 0.051], [-0.005, -0.039, -0.027], [0.090, 0.180, -0.038], [0.036, 0.017, 0.032], [-0.058, -0.328, 0.174], [0.047, -0.009, -0.018], [0.100, 0.012, -0.083], [-0.005, 0.034, -0.014], [0.093, -0.040, 0.005], [0.695, -0.116, -0.492], [0.035, 0.008, -0.025], [-0.143, -0.088, 0.043], [-0.030, 0.193, 0.008], [0.357, -0.170, -0.031], [0.021, -0.028, -0.022], [0.024, 0.041, 0.013], [0.101, -0.080, 0.007], [0.287, -0.115, -0.090], [-0.131, 0.046, -0.031], [-0.048, -0.016, -0.115], [0.051, -0.186, 0.102], [0.034, 0.003, 0.012], [-0.020, 0.007, -0.036], [0.443, -1.052, -0.070], [0.007, 0.017, 0.014], [-0.153, -0.042, 0.089], [-0.004, 0.016, -0.056], [-0.189, -0.065, 0.448], [-0.023, -0.002, 0.039], [0.015, -0.023, -0.030], [-0.353, 0.051, 0.130], [0.013, -0.004, 0.036], [-0.541, 0.631, 0.681], [0.025, 0.018, -0.032], [-0.048, -0.053, 0.058], [-0.029, 0.088, 0.015], [0.014, -0.026, 0.001], [-0.058, 0.069, -0.028], [-0.067, 0.068, -0.055], [-3.512, -2.381, -2.039], [-0.003, 0.032, -0.003], [0.078, 0.026, 0.008], [-0.141, 0.146, -0.107], [-0.001, 0.028, -0.011], [-0.420, 0.220, 0.450], [-0.014, -0.006, 0.005], [-0.058, 0.176, 0.050], [0.042, 0.032, -0.011], [-0.027, 0.008, 0.028], [-0.047, -0.017, -0.014], [0.032, 0.021, -0.034], [0.039, 0.025, 0.074], [0.005, -0.055, -0.087], [-0.006, 0.004, -0.019], [-0.050, 0.235, -0.086], [-0.055, 0.059, -0.022], [0.108, 0.134, -0.100]],
  "total_charge": 2,
  "s2": 0.8023,
  "homo_ev": [-13.25, -13.26],
  "gap_ev": [5.7356, 4.9471],
  "multiplicity": 2
}

=====

In order of appearance, ΔE to the lowest compared entry with this formula, charge and spin = 0.000 2.022 eV.